# 1
The following is a DFT calculation (ωB97M-V/def2-TZVPD) of a structure of composition C24H41BN8O3S3Sn at a distorted geometry.

```
! RIJCOSX wB97M-V def2-TZVPD def2/J DEFGRID3
* xyz 2 1
Sn 0.35329 -0.06903 -1.32500
C -5.96574 -0.75951 -2.21549
C -4.59886 -0.08052 -2.26455
C -4.79965 1.37019 -2.69916
C -3.68787 -0.84581 -3.22225
N -3.98471 -0.12470 -0.87303
C -4.52769 -0.84057 0.17772
C -3.72863 -0.66175 1.24704
N -2.68887 0.15695 0.86469
B -1.64127 0.60273 1.93364
N -0.97375 1.95454 1.54432
C -1.69659 3.11142 1.72986
C -0.95783 4.13368 1.26480
N 0.23250 3.61329 0.78961
C 0.20337 2.27039 0.96921
S 1.44098 1.09848 0.60711
C 1.26191 4.56665 0.18664
C 0.56317 5.34135 -0.93553
C 2.47128 3.85879 -0.40003
C 1.71458 5.49913 1.30803
N -0.61981 -0.53760 2.22890
C -0.03027 -0.60944 3.47429
C 0.68382 -1.74723 3.52809
N 0.52424 -2.39691 2.31504
C -0.27764 -1.63898 1.53383
S -0.71431 -1.97561 -0.11942
C 1.21185 -3.71159 1.98656
C 2.40154 -3.38752 1.08469
C 0.24783 -4.68450 1.30629
C 1.68782 -4.34985 3.29055
C -2.85253 0.48120 -0.43557
S -1.75136 1.42414 -1.39697
H -6.41454 -0.67199 -3.20404
H -6.63582 -0.27376 -1.50246
H -5.89495 -1.82536 -1.98553
H -5.34613 1.37187 -3.64283
H -3.86385 1.89804 -2.85770
H -5.39672 1.91436 -1.96296
H -4.15224 -0.87646 -4.20959
H -3.54723 -1.87408 -2.87832
H -2.71675 -0.36290 -3.32075
H -5.43821 -1.40728 0.09650
H -3.81767 -1.04709 2.25318
H -2.23730 0.80630 2.95888
H -2.67741 3.11258 2.18053
H -1.18266 5.18622 1.25393
H 0.15267 4.65791 -1.68287
H 1.29335 5.98759 -1.42442
H -0.24122 5.97922 -0.56798
H 2.20217 3.16232 -1.19185
H 3.05581 3.33435 0.35370
H 3.10156 4.63396 -0.83666
H 0.88538 6.07915 1.71862
H 2.44771 6.20272 0.91128
H 2.18222 4.93601 2.11903
H -0.16290 0.16240 4.21637
H 1.26781 -2.14464 4.33683
H 2.06820 -2.93803 0.14474
H 2.93886 -4.31074 0.85275
H 3.09287 -2.70588 1.58711
H 0.03591 -4.41638 0.27563
H -0.69350 -4.75888 1.85669
H 0.71210 -5.67123 1.29992
H 2.50155 -3.79193 3.75849
H 2.07235 -5.34080 3.05701
H 0.87125 -4.46786 4.00569
C 4.65094 -0.60944 -0.02658
N 4.65892 -1.50701 -1.17987
C 5.93541 -2.10924 -1.59110
C 3.57646 -1.69750 -1.91563
O 2.45781 -1.17644 -1.74756
H 5.29987 -1.01693 0.74476
H 3.64109 -0.53208 0.36225
H 5.00681 0.38640 -0.29763
H 6.53538 -2.30237 -0.70673
H 6.49153 -1.44283 -2.24927
H 5.75953 -3.05241 -2.10231
H 3.72222 -2.39970 -2.74407
O 0.78309 -2.45668 -3.84025
N 0.83797 -1.39177 -4.33721
O 0.67951 -0.29353 -3.82157
*
```

Properties
- energy (hartree) = -3036.20748
- largest force on an atom (eV/A) = 1.27
- lowest unoccupied orbital energy (spin up / spin down) (eV) = -7.26 / -7.51
- relative energy (zero: lowest compared OMol25 entry of this formula, charge and spin) (kcal per mole) = 40.5
- orbital gap (spin up / spin down) (eV) = 5.84 / 6.51

---

# 2
The following is a DFT calculation (ωB97M-V/def2-TZVPD) of a cluster of 2 separate species, C2H3IN2 in total at a distorted geometry.

```
! RIJCOSX wB97M-V def2-TZVPD def2/J DEFGRID3
* xyz 0 1
C 1.42557 -0.51251 -0.76756
C 0.18220 -0.01240 -0.09762
N 1.70134 -2.25677 0.23961
N 1.97466 -3.32489 0.33802
I 3.18313 0.42231 -0.14292
H -0.52111 0.27026 -0.78962
H 0.25162 0.63554 0.78178
H -0.29266 -0.99267 0.23029
*
```

Properties
- energy (hartree) = -485.09635
- largest force on an atom (eV/A) = 3.84
- lowest unoccupied orbital energy (eV) = -0.36
- relative energy (zero: lowest compared OMol25 entry of this formula, charge and spin) (kcal per mole) = 38.5
- orbital gap (eV) = 8.02